ORCA calculation (wB97M-V/def2-TZVPD) on the molecule C20H22N2O3S at a distorted geometry.

The calculation puts the LUMO energy at 0.024 Ha. The value obtained for the HOMO energy is -8.042 eV. As for the structure (SMILES): Cc1cc(C(=O)CSc2nc3ccccc3o2)c(C)n1C[C@@H]1CCCO1. As for the orbital gap: 8.69 eV.

```
! RIJCOSX wB97M-V def2-TZVPD def2/J DEFGRID3
* xyz 0 1
C -2.89979 -2.21354 -1.89293
C -2.61242 -1.26734 -0.77917
C -3.17388 -0.04931 -0.53651
C -2.59291 0.46436 0.65511
C -2.91294 1.78383 1.17915
O -4.01996 2.27274 1.13851
C -1.72763 2.61450 1.67048
S -0.90405 3.28099 0.17628
C 0.50377 2.29048 0.11555
N 0.94568 1.48685 1.02937
C 2.10759 0.96539 0.50339
C 3.01828 0.05035 1.01234
C 4.09338 -0.28002 0.20956
C 4.26878 0.28103 -1.05401
C 3.37506 1.20323 -1.57322
C 2.29809 1.52832 -0.77433
O 1.25768 2.37861 -1.00572
C -1.71087 -0.49919 1.12120
C -0.98140 -0.55228 2.41820
N -1.73117 -1.54139 0.24280
C -0.89136 -2.70442 0.31267
C 0.59303 -2.37041 0.03968
C 0.83913 -1.87822 -1.39061
C 1.19210 -3.17084 -2.12225
C 1.95342 -3.92354 -1.03335
O 1.36134 -3.55339 0.20120
H -3.29306 -3.15778 -1.51389
H -3.65068 -1.76950 -2.54044
H -2.01490 -2.42555 -2.49342
H -3.89806 0.46228 -1.13719
H -0.97578 2.04860 2.20900
H -2.08022 3.47446 2.23841
H 2.89001 -0.37750 1.99327
H 4.81982 -0.99204 0.57084
H 5.12538 -0.00777 -1.64365
H 3.50624 1.64525 -2.54719
H -1.55698 -0.03370 3.18235
H -0.83655 -1.58090 2.73994
H -0.00515 -0.07412 2.33990
H -1.23308 -3.43619 -0.41953
H -0.95526 -3.16742 1.30218
H 0.93029 -1.63477 0.77704
H 1.69237 -1.19944 -1.40519
H -0.02399 -1.35976 -1.80096
H 0.29128 -3.71797 -2.40355
H 1.79649 -3.00661 -3.01061
H 3.01114 -3.62577 -1.02814
H 1.89235 -5.01001 -1.12815
*
```